C4H8NOS | wB97M-V/def2-TZVPD

Results
- Energy above the lowest of the compared OMol25 structures with the same formula, charge and spin: 1.512 eV
- Spin multiplicity: 1
- Frontier orbital gap: 10.4 eV
- E_HOMO: -14.55 eV
- E_tot: -18641.736 eV
- Charge: +1

Each line ends with the natural charge from an NBO analysis.
CARTESIAN COORDINATES (ANGSTROEM)
C: -0.76194 -0.68461 0.43494  0.5332
C: 0.11982 1.59372 -0.45070  0.2103
C: 1.49171 2.07594 -0.07838  -0.6825
C: -0.89301 -3.11673 0.31815  -0.2690
N: -0.25852 0.49816 0.06403  -0.4236
O: -0.33020 -1.84005 -0.06358  -0.4353
S: -0.68208 2.34062 -1.71725  0.2310
H: -1.20557 -0.76236 1.44784  0.2142
H: 1.51912 2.96843 0.62082  0.2749
H: 2.03538 2.48918 -0.93862  0.2663
H: 1.95369 1.25426 0.44608  0.2544
H: -0.13426 -3.37773 1.10871  0.2123
H: -0.83950 -3.90716 -0.44185  0.2424
H: -1.86429 -3.09621 0.73925  0.2075
H: -0.15035 3.56454 -1.48944  0.1639

Cartesian forces (eV/Å) of the 6 atoms listed first:
C 2.82 1.33 0.24
C 1.50 -0.55 0.47
C 0.16 1.67 1.08
C 2.54 -0.93 1.96
N -2.09 -4.13 0.87
O -1.06 2.38 -1.61